[1]
DFT (ωB97M-V/def2-TZVPD) results for C9H17NSi as an isolated structure.

Last column: natural (NBO) charge in e.
Atoms and positions in Å:
Si (0.52503, 0.73526, -0.15413)  1.9034
N (1.54534, -0.62203, 0.01185)  -0.9438
C (-2.19610, 0.97209, 0.50137)  -0.2648
C (-2.81577, -1.09756, -0.10975)  -0.2576
C (-3.04479, 0.26396, -0.32318)  -0.2998
C (-1.31095, 0.00337, 1.16571)  -0.5150
C (-1.75235, -1.24510, 0.73594)  -0.2744
C (1.23158, 2.33602, 0.67321)  -1.1423
C (2.17031, -1.06289, 1.34038)  -0.3788
C (1.77729, -1.68244, -1.05526)  -0.4052
C (-0.24209, 1.02395, -1.88247)  -1.1413
H (1.13560, -1.73233, -1.94355)  0.2147
H (-0.89113, 0.27530, 2.19342)  0.2458
H (0.46725, 3.18610, 0.52211)  0.2617
H (0.71872, 1.46531, -2.43162)  0.2218
H (2.21399, 2.36752, 0.21580)  0.2445
H (1.60288, -1.90139, 1.67789)  0.1905
H (-0.35834, 0.06369, -2.42905)  0.2560
H (1.29185, 1.97559, 1.72607)  0.2374
H (-3.32398, -1.89053, -0.48610)  0.1993
H (3.09619, -1.43297, 1.10912)  0.1922
H (-3.86979, 0.67444, -0.73921)  0.1997
H (-1.23562, -2.18714, 0.95448)  0.2030
H (1.71087, -2.66202, -0.43550)  0.1909
H (2.08291, -0.12197, 1.97183)  0.2058
H (2.78306, -1.49783, -1.41654)  0.1891
H (-0.96908, 1.81199, -1.94142)  0.2634
H (-2.34289, 1.98161, 0.54860)  0.2041

LUMO	0.7	eV
energy above the lowest of the compared OMol25 structures with the same formula, charge and spin	26.8	kcal per mole
electronic energy	-18974.0730	eV
orbital gap	8.1	eV


[2]
DFT (ωB97M-V/def2-TZVPD) results for C9H18BeBrCl5F5LiN5O9S as an isolated structure.

Last column: natural (NBO) charge in e.
Atoms and positions in Å:
Br (1.38520, -1.46926, -2.46597)  0.2922
Cl (-0.38012, 4.76247, 9.17308)  0.1231
Cl (1.36861, 2.44290, 9.00825)  0.0330
Cl (2.48959, 5.12358, 8.85753)  0.0109
Cl (-2.67885, 5.76152, 9.10056)  -0.4432
Cl (0.90289, 4.08415, 6.65137)  0.1062
S (1.18052, 1.85300, 3.79313)  2.3066
F (-1.65706, -4.71200, -3.22335)  -0.1333
F (2.28211, 1.72636, 1.31359)  -0.3433
F (3.60365, 2.60179, 2.82090)  -0.3379
F (-1.56123, -5.83290, 1.03712)  -0.8356
F (3.26830, 0.44049, 2.78293)  -0.3362
O (5.85228, 5.50873, -0.12054)  -0.9286
O (1.73718, 1.74243, 5.14850)  -0.9785
O (1.26061, 1.81802, -3.73455)  -0.4465
O (1.50641, 1.34361, -1.65047)  -0.4385
O (-1.99734, -4.02795, -0.33174)  -0.4548
O (4.43624, 1.50745, -0.87202)  -0.7528
O (0.63045, 3.18396, 3.50228)  -0.9858
O (0.25574, 0.76105, 3.45882)  -0.9865
O (2.59623, 0.23913, -3.14098)  -0.3943
N (-0.73407, -1.06740, -2.55578)  -0.3351
N (1.78772, 1.13360, -2.84193)  0.6858
N (-1.45774, -2.72615, -4.37859)  -0.5223
N (-1.08172, -0.47399, -5.10956)  -0.9273
N (-1.36500, -3.38834, -3.16452)  0.1459
C (-1.05796, -1.30167, -4.01454)  0.2381
C (2.63452, 1.64833, 2.63711)  0.6944
C (-3.25715, -3.27390, -0.23970)  -0.1030
C (-5.53547, -2.42634, -1.53710)  -0.6474
C (1.09523, 4.10330, 8.42256)  -0.2320
C (-0.83418, -3.09889, -0.50485)  -0.1330
C (4.99475, 2.69488, -0.34047)  -0.2408
C (-4.35292, -3.60193, -1.41470)  -0.4094
C (-0.95371, -2.48734, -2.02115)  0.3353
Be (-3.03237, -1.35353, -4.86158)  0.1491
Li (-6.08510, -5.52250, -2.24756)  0.9854
H (-3.01765, -2.11403, -0.13691)  0.2087
H (6.08243, 2.64787, -0.43197)  0.1639
H (-6.08431, -2.63163, -2.55624)  0.1902
H (-5.08200, -1.34499, -1.59808)  0.2673
H (-4.89565, -4.61723, -1.14332)  0.0645
H (-3.76234, -3.58897, 0.78722)  0.2390
H (-0.83909, -2.22018, 0.27850)  0.2686
H (0.19522, -3.65954, -0.38379)  0.2945
H (-6.28852, -2.58075, -0.65371)  0.2221
H (-0.30706, -0.56917, -5.82295)  0.4386
H (-1.74337, -3.13690, -5.29638)  0.4937
H (4.72354, 2.78582, 0.71424)  0.1836
H (5.01309, 5.95464, -0.31016)  0.4707
H (-3.90322, -3.72150, -2.49204)  0.2078
H (6.41844, 5.74676, -0.87006)  0.4618
H (-1.84804, 0.19880, -5.34406)  0.4313
H (4.62111, 3.55630, -0.89934)  0.1512
H (3.47119, 1.57804, -0.77700)  0.4828

LUMO	-3.6	eV
charge	-1
electronic energy	-193159.3947	eV
orbital gap	1.0	eV


[3]
DFT (ωB97M-V/def2-TZVPD) results for a 9-piece molecular cluster, C9H18Cl18 overall.

Last column: natural (NBO) charge in e.
Atoms and positions in Å:
Cl (-12.97140, -34.70142, 20.23423)  -0.0375
Cl (-10.61010, -30.13036, 18.92380)  -0.0304
Cl (-12.56256, -30.22343, 13.76699)  -0.0247
Cl (-15.45749, -24.61504, 21.96271)  -0.0253
Cl (-15.63496, -34.34852, 16.27966)  -0.0768
Cl (-15.37768, -24.42061, 16.66466)  0.0114
Cl (-13.32805, -26.32487, 15.62877)  -0.0777
Cl (-16.43293, -29.51236, 12.41147)  -0.0684
Cl (-12.52824, -25.20691, 21.70241)  -0.0433
Cl (-15.03250, -29.68793, 16.39506)  -0.0180
Cl (-13.85223, -28.11493, 18.59357)  -0.0373
Cl (-16.79075, -27.30048, 14.55645)  -0.0319
Cl (-14.10869, -32.00847, 19.90586)  -0.0234
Cl (-10.55441, -34.93936, 16.33006)  -0.0096
Cl (-12.08772, -32.59354, 17.03895)  -0.0595
Cl (-10.22090, -27.46803, 20.07417)  -0.0302
Cl (-10.26443, -32.04148, 14.07880)  -0.0276
Cl (-18.54150, -33.29989, 16.18907)  0.0002
C (-13.62681, -29.37213, 17.37559)  -0.4159
C (-12.18165, -34.24931, 16.39377)  -0.3973
C (-12.85926, -32.98565, 20.74585)  -0.3832
C (-10.15077, -29.22957, 20.37334)  -0.3883
C (-14.10796, -24.93419, 20.82431)  -0.3681
C (-13.78159, -25.03350, 16.87880)  -0.3774
C (-16.83130, -32.95314, 15.98552)  -0.3795
C (-10.95630, -30.43504, 14.44314)  -0.3945
C (-15.70830, -28.05710, 13.33507)  -0.3515
H (-14.03965, -24.08203, 20.14810)  0.2194
H (-12.99299, -34.82446, 16.83991)  0.2390
H (-12.84189, -32.98444, 21.83571)  0.2258
H (-9.11392, -29.49303, 20.58221)  0.2257
H (-16.74115, -32.52961, 14.98522)  0.2251
H (-14.78820, -28.33093, 13.85134)  0.2275
H (-13.30781, -30.33404, 17.77694)  0.2409
H (-12.53875, -34.19195, 15.36553)  0.2267
H (-11.86938, -32.61947, 20.47353)  0.2221
H (-14.37605, -25.83966, 20.27991)  0.2182
H (-16.56392, -32.07594, 16.57469)  0.2304
H (-13.15386, -24.15158, 16.75120)  0.2243
H (-13.69821, -25.40722, 17.89933)  0.2199
H (-11.01681, -30.36942, 15.52948)  0.2214
H (-12.84938, -29.00993, 16.70289)  0.2213
H (-10.33641, -29.65869, 13.99469)  0.2272
H (-10.78504, -29.40820, 21.24160)  0.2278
H (-15.52195, -27.22085, 12.66123)  0.2230

LUMO	0.2	eV
SMILES	ClCCl.ClCCl.ClCCl.ClCCl.ClCCl.ClCCl.ClCCl.ClCCl.ClCCl
energy above the lowest of the compared OMol25 structures with the same formula, charge and spin	25.8	kcal per mole
electronic energy	-235028.0623	eV
orbital gap	11.0	eV


[4]
DFT (ωB97M-V/def2-TZVPD) results for C9H18Cl2InO3P as an isolated structure.

Last column: natural (NBO) charge in e.
Atoms and positions in Å:
In (1.27675, 0.80469, 1.67365)  1.4130
Cl (0.44265, 1.76969, 3.67808)  -0.3564
Cl (-2.42615, -0.53610, -0.64556)  -0.0652
P (1.20626, -1.67567, 0.59580)  0.9125
O (-0.45709, 1.99535, 0.32995)  -0.6874
O (-0.52684, -0.05661, -2.41239)  -0.5301
O (2.93901, 1.76042, -1.35708)  -0.3015
C (2.44476, 1.39855, -0.39997)  0.5363
C (1.30573, -2.61951, 2.14420)  -0.9552
C (-0.28823, 4.31958, 0.89235)  -0.7465
C (-2.24276, -1.61951, -3.11176)  -0.7385
C (0.42419, -2.99029, -0.48454)  -0.8742
C (2.92621, -1.86851, -0.05637)  -0.9419
C (-1.55550, -0.65876, -2.17866)  0.5592
C (-2.54486, 3.11225, 0.73333)  -0.7392
C (-1.04181, 3.06342, 0.60444)  0.7121
H (0.40871, 4.56328, 0.08768)  0.2672
H (1.99976, -2.13841, 2.83892)  0.2512
H (-0.98102, 5.16292, 1.03576)  0.2637
H (-3.32007, -1.36427, -3.08341)  0.2668
H (2.95891, -1.52445, -1.10426)  0.2664
H (1.62671, -3.64837, 1.95812)  0.2776
H (-2.89912, 4.14813, 0.87000)  0.2531
H (0.28704, 4.16503, 1.81397)  0.2580
H (-0.65201, -3.07157, -0.24843)  0.2727
H (3.62278, -1.26375, 0.54420)  0.2394
H (3.22496, -2.93084, -0.01448)  0.2866
H (0.54705, -2.73225, -1.55497)  0.2709
H (-2.84126, 2.52536, 1.62199)  0.2736
H (-3.04836, 2.68330, -0.14222)  0.2764
H (-2.12174, -2.66287, -2.78940)  0.2583
H (0.31220, -2.63812, 2.60127)  0.2722
H (-1.92313, -1.50842, -4.14827)  0.2657
H (0.91627, -3.96371, -0.29194)  0.2832

LUMO	-10.0	eV
charge	+2
electronic energy	-55258.6953	eV
orbital gap	6.5	eV


- Which of these has the lowest electronic energy?
  C9H18Cl18


What did the fourth record say?
DFT (ωB97M-V/def2-TZVPD) results for C9H18Cl2InO3P as an isolated structure.

Last column: natural (NBO) charge in e.
Atoms and positions in Å:
In (1.27675, 0.80469, 1.67365)  1.4130
Cl (0.44265, 1.76969, 3.67808)  -0.3564
Cl (-2.42615, -0.53610, -0.64556)  -0.0652
P (1.20626, -1.67567, 0.59580)  0.9125
O (-0.45709, 1.99535, 0.32995)  -0.6874
O (-0.52684, -0.05661, -2.41239)  -0.5301
O (2.93901, 1.76042, -1.35708)  -0.3015
C (2.44476, 1.39855, -0.39997)  0.5363
C (1.30573, -2.61951, 2.14420)  -0.9552
C (-0.28823, 4.31958, 0.89235)  -0.7465
C (-2.24276, -1.61951, -3.11176)  -0.7385
C (0.42419, -2.99029, -0.48454)  -0.8742
C (2.92621, -1.86851, -0.05637)  -0.9419
C (-1.55550, -0.65876, -2.17866)  0.5592
C (-2.54486, 3.11225, 0.73333)  -0.7392
C (-1.04181, 3.06342, 0.60444)  0.7121
H (0.40871, 4.56328, 0.08768)  0.2672
H (1.99976, -2.13841, 2.83892)  0.2512
H (-0.98102, 5.16292, 1.03576)  0.2637
H (-3.32007, -1.36427, -3.08341)  0.2668
H (2.95891, -1.52445, -1.10426)  0.2664
H (1.62671, -3.64837, 1.95812)  0.2776
H (-2.89912, 4.14813, 0.87000)  0.2531
H (0.28704, 4.16503, 1.81397)  0.2580
H (-0.65201, -3.07157, -0.24843)  0.2727
H (3.62278, -1.26375, 0.54420)  0.2394
H (3.22496, -2.93084, -0.01448)  0.2866
H (0.54705, -2.73225, -1.55497)  0.2709
H (-2.84126, 2.52536, 1.62199)  0.2736
H (-3.04836, 2.68330, -0.14222)  0.2764
H (-2.12174, -2.66287, -2.78940)  0.2583
H (0.31220, -2.63812, 2.60127)  0.2722
H (-1.92313, -1.50842, -4.14827)  0.2657
H (0.91627, -3.96371, -0.29194)  0.2832

LUMO	-10.0	eV
charge	+2
electronic energy	-55258.6953	eV
orbital gap	6.5	eV


- Which value of electronic energy does entry 4 give?
  -55258.6953 eV


- The highest electronic energy belongs to which entry?
  C9H17NSi